1.
{"formula": "C6H7BrS", "method": "the ωB97M-V functional and the def2-TZVPD basis", "elements": ["H", "C", "C", "H", "H", "C", "H", "C", "C", "S", "H", "H", "C", "Br", "H"], "positions_angstrom": [[-1.78, -1.29, 1.59], [-0.32, 0.74, -1.82], [-0.10, -0.11, 2.33], [-0.84, 1.61, -1.55], [0.55, 0.71, -3.92], [0.90, -0.98, -2.88], [0.49, 0.58, 1.85], [-1.27, -0.38, 1.55], [0.37, 0.30, -3.01], [0.54, -1.64, -1.32], [-0.35, 0.26, 3.36], [0.40, -0.93, 2.71], [-0.29, -0.23, -0.84], [-2.54, 0.92, 1.25], [1.43, -1.43, -3.72]], "mulliken_charge": [0.42, -0.60, -1.02, 0.39, 0.43, -0.36, 0.33, -0.21, -0.47, -0.19, 0.37, 0.37, 0.23, -0.05, 0.36], "total_energy_ha": -3204.85068, "homo_ev": [-8.75, -8.52], "lumo_energy_ev": [-0.4, -0.8], "relative_energy_kcal_mol": 76.26}



2.
{"formula": "C25H31IrN3S4", "method": "the ωB97M-V functional and the def2-TZVPD basis", "elements": ["H", "H", "N", "Ir", "H", "N", "H", "H", "S", "H", "C", "C", "C", "C", "N", "H", "C", "C", "C", "H", "H", "H", "C", "C", "C", "C", "H", "H", "H", "C", "H", "C", "S", "C", "C", "H", "H", "C", "H", "H", "C", "H", "H", "C", "S", "S", "H", "H", "C", "C", "H", "H", "H", "H", "C", "H", "H", "C", "H", "C", "H", "H", "C", "C"], "positions_angstrom": [[2.43, 2.78, 1.67], [-3.31, -3.69, -0.99], [-0.68, -2.06, 0.30], [0.00, -0.19, 0.61], [3.17, -0.96, 0.21], [-1.86, 0.12, -0.55], [1.44, 3.84, 0.68], [1.39, -1.28, -3.79], [1.28, 1.61, -0.08], [1.33, 0.65, 3.75], [-1.88, -2.25, -0.27], [0.32, 2.77, 2.20], [-2.67, 3.91, -0.60], [3.05, -0.40, -0.72], [1.37, -1.34, 1.76], [0.90, 0.95, -4.65], [-1.46, 1.82, -2.25], [-3.93, -1.04, -1.12], [1.45, 2.88, 1.20], [3.03, 0.46, 4.09], [2.10, -4.65, 1.60], [1.05, 1.69, -3.06], [-4.56, 0.05, -1.62], [1.64, -0.41, -3.18], [2.17, -3.61, 1.91], [-1.54, -4.60, -0.19], [-1.87, -5.61, -0.40], [-4.18, 2.10, -2.17], [3.81, -1.61, 4.05], [-3.77, 1.20, -1.71], [-0.59, 2.24, -1.76], [-0.32, -4.39, 0.41], [1.54, -1.07, -1.45], [2.24, -0.99, 2.74], [1.29, -2.68, 1.43], [-3.01, 4.59, 0.18], [-1.94, 2.33, 0.69], [0.77, 0.78, -3.58], [-1.67, 4.22, -0.91], [-4.46, -1.98, -1.06], [3.13, -1.93, 3.27], [3.84, -3.95, 3.23], [0.30, -5.23, 0.69], [3.14, -3.23, 2.83], [-0.60, 1.22, 2.28], [-0.98, 0.42, -3.30], [-5.59, 0.01, -1.97], [-3.34, 4.07, -1.45], [0.10, -3.08, 0.67], [-2.53, -0.98, -0.64], [3.64, 1.32, 0.43], [2.55, 1.12, 2.53], [-0.46, 3.53, 2.04], [-1.92, 2.60, -2.86], [2.29, 0.39, 3.30], [0.68, 2.94, 3.22], [2.69, -0.19, -3.34], [3.00, 1.09, -0.42], [3.90, -0.65, -1.35], [-2.71, 2.49, -0.06], [3.32, 1.71, -1.26], [-3.66, 2.31, 0.45], [-2.35, -3.51, -0.53], [-2.46, 1.34, -1.14]], "mulliken_charge": [0.57, 0.38, 0.21, 0.07, 0.06, 0.26, 0.58, 0.58, 0.32, 0.27, 0.91, -0.87, -1.39, -0.84, 0.67, 0.59, -1.14, -0.98, -1.04, 0.59, 0.50, 0.34, -1.18, -1.03, -0.89, -1.14, 0.50, 0.54, 0.49, -0.64, 0.10, -0.90, 0.44, 0.87, 0.81, 0.44, -0.65, -0.63, 0.37, 0.48, -0.84, 0.51, 0.44, -0.97, -0.03, -0.07, 0.55, 0.39, 0.93, 1.36, 0.57, -0.13, 0.51, 0.74, -1.18, 0.55, 0.56, -0.61, 0.67, 0.22, 0.56, 0.49, -0.82, 1.00], "total_energy_ha": -2831.05933, "charge": 4, "homo_ev": [-20.06, -20.06], "spin_multiplicity": 2, "lumo_energy_ev": [-14.5, -14.6]}



3.
{"formula": "CH6N3", "method": "the ωB97M-V functional and the def2-TZVPD basis", "elements": ["H", "H", "H", "N", "H", "C", "N", "H", "H", "N"], "positions_angstrom": [[0.62, 1.75, -1.54], [0.17, 0.28, -2.65], [-0.13, -1.83, 1.41], [0.24, 0.69, -1.66], [-1.85, -1.97, 1.13], [-0.14, -0.01, -0.64], [-0.78, -0.94, -0.23], [1.10, 1.45, 1.01], [1.15, 0.71, 0.81], [-0.85, -1.86, 0.73]], "mulliken_charge": [0.34, 0.30, 0.27, -0.34, 0.32, 0.35, 0.15, 0.19, -0.15, -0.45], "total_energy_ha": -205.57270, "charge": 1, "homo_ev": -15.17, "lumo_energy_ev": -5.4, "relative_energy_kcal_mol": 115.92}



4.
{"formula": "CH8NS", "method": "the ωB97M-V functional and the def2-TZVPD basis", "elements": ["H", "S", "H", "H", "H", "C", "H", "H", "H", "N", "H"], "positions_angstrom": [[-1.21, -1.64, 0.69], [0.16, 0.20, 0.76], [0.17, -0.16, -2.72], [1.24, 0.52, 1.49], [-0.65, 1.32, -2.89], [-0.48, -1.35, 1.44], [0.28, -2.12, 1.47], [-0.88, -1.22, 2.44], [-0.26, 0.71, -1.39], [0.10, 0.82, -2.36], [1.07, 1.23, -2.37]], "mulliken_charge": [0.27, -0.46, 0.82, 0.14, 0.93, -0.81, 0.31, 0.30, -0.03, -2.17, 0.69], "total_energy_ha": -495.70588, "homo_ev": [-3.76, -9.64], "spin_multiplicity": 2, "lumo_energy_ev": [0.7, 0.7], "relative_energy_kcal_mol": 4.70}



5.
{"formula": "C17H31Br2F3N3O3", "method": "the ωB97M-V functional and the def2-TZVPD basis", "elements": ["H", "H", "Br", "H", "F", "H", "F", "C", "C", "H", "H", "C", "C", "H", "H", "H", "C", "H", "C", "H", "H", "Br", "F", "H", "H", "C", "O", "C", "C", "C", "C", "C", "C", "H", "H", "H", "H", "C", "H", "C", "N", "H", "C", "H", "O", "H", "H", "N", "H", "C", "H", "H", "H", "O", "H", "N", "H", "H", "H"], "positions_angstrom": [[1.97, -1.00, 4.20], [-2.04, -0.50, -4.83], [-0.96, 0.76, 4.29], [6.60, -1.01, 3.13], [-0.08, 0.87, 0.13], [-6.12, 1.57, -4.38], [1.56, 1.30, 3.11], [4.48, 0.12, 3.75], [5.77, -1.60, 2.51], [-2.12, -1.15, -3.20], [5.27, 1.38, 1.88], [-3.99, -0.28, -3.95], [-1.47, 0.93, -2.06], [1.64, -2.72, 3.51], [6.00, 1.82, 3.56], [-7.53, 1.55, -3.35], [1.91, -1.62, 3.18], [-2.30, 0.95, -1.35], [0.54, -1.03, 2.43], [-4.25, 0.58, -4.57], [2.97, -1.13, -1.59], [0.47, 3.28, 1.48], [-1.79, 1.60, 1.80], [-0.88, 1.84, -1.90], [5.98, -2.75, 2.72], [4.99, 1.50, 3.01], [4.10, 0.25, 5.05], [-0.35, 1.41, 1.48], [-6.43, 1.50, -3.33], [3.04, -1.58, -0.49], [-2.46, -0.32, -3.84], [3.25, -2.97, 1.46], [3.26, -1.50, 2.25], [0.47, -1.35, 1.30], [-0.83, 0.07, -1.86], [4.24, 2.40, 3.22], [4.16, -3.69, 1.62], [-6.05, 0.16, -2.67], [-4.34, -1.19, -4.47], [-4.65, 3.01, -2.78], [-4.63, -0.21, -2.63], [-6.61, -0.65, -3.16], [0.32, 0.57, 2.71], [2.34, -3.70, 1.69], [-6.02, 2.66, -2.60], [2.42, 0.34, 0.89], [-4.04, 2.49, -2.04], [3.14, -2.88, -0.07], [4.19, -0.11, 0.71], [3.13, -0.59, 0.86], [-6.39, 0.19, -1.63], [5.84, -1.38, 1.36], [-4.30, 2.81, -3.79], [-1.94, 0.94, -3.40], [-4.14, 0.48, -2.07], [4.45, -1.27, 3.16], [-0.36, -1.59, 2.97], [3.12, -3.66, -0.79], [-4.55, 4.08, -2.58]], "mulliken_charge": [0.33, 0.39, -0.03, 0.42, -0.01, 0.35, -0.15, 0.35, -0.75, 0.36, 0.26, -0.22, -0.66, 0.37, 0.37, 0.35, -0.88, 0.28, -0.65, 0.15, 0.42, -0.06, -0.25, 0.25, 0.28, -0.91, -0.53, 0.51, -0.47, -0.12, -0.73, -1.00, 1.01, 0.13, 0.26, 0.28, 0.29, -0.68, 0.41, -0.39, -0.31, 0.38, -0.02, 0.33, -0.43, 0.13, 0.05, -0.04, 0.30, -0.56, 0.37, 0.24, 0.25, -0.34, 0.03, 0.15, 0.54, 0.29, 0.33], "total_energy_ha": -6503.36732, "charge": 1, "homo_ev": -10.21, "lumo_energy_ev": -5.0}



6.
{"formula": "C2H7N3S", "method": "the ωB97M-V functional and the def2-TZVPD basis", "elements": ["H", "C", "H", "N", "S", "H", "H", "H", "N", "C", "H", "H", "N"], "positions_angstrom": [[-1.25, 0.78, 1.74], [-0.02, 0.31, 1.05], [0.89, 0.33, 2.74], [1.71, -1.17, 2.00], [-0.79, 1.01, -1.29], [-1.87, -0.56, -3.24], [2.28, -0.84, 1.10], [-1.32, -1.48, -1.43], [0.63, -0.32, 2.11], [-1.03, -0.61, -2.20], [1.34, -2.02, 1.48], [-0.13, -1.01, -2.71], [0.37, 0.12, -0.14]], "mulliken_charge": [0.25, 0.14, 0.24, -0.67, -0.05, 0.25, 0.29, 0.22, -0.06, -0.69, 0.28, 0.28, -0.47], "total_energy_ha": -642.67835, "homo_ev": -8.74, "lumo_energy_ev": 0.6, "relative_energy_kcal_mol": 109.38}